1.
Here is a molecular structure, C48H107N5O8 at a distorted geometry from the OMol25 dataset. Energies are from ωB97M-V/def2-TZVPD.

Charge: 0
Kohn-Sham gap, eV: 7.2
E_LUMO, eV: 0.374
ΔE to the lowest compared entry with this formula, charge and spin, eV: 58.5346

Last column: Löwdin charge in e.
CARTESIAN COORDINATES (ANGSTROEM)
C: -0.862 0.309 5.781  0.01
C: -1.663 0.092 4.482  -0.41
C: -3.179 0.223 4.758  -0.13
C: -4.142 0.697 3.712  -0.13
C: -3.528 1.878 2.906  -0.12
C: -2.135 1.697 2.407  -0.36
N: -1.300 1.104 3.479  0.02
O: 0.076 1.112 3.219  0.02
C: -2.226 0.812 1.179  -0.14
C: -1.623 3.087 1.911  -0.07
C: -1.475 -1.365 3.922  -0.01
H: 0.213 0.338 5.602  0.07
H: -1.116 -0.625 6.282  0.09
H: -1.167 1.163 6.387  0.09
H: -3.465 -0.784 5.064  0.12
H: -3.276 0.873 5.627  0.11
H: -5.024 1.169 4.146  0.12
H: -4.417 -0.211 3.176  0.10
H: -3.702 2.882 3.292  0.13
H: -4.223 1.804 2.069  0.06
H: -2.501 1.369 0.283  0.09
H: -1.176 0.575 1.006  -0.01
H: -2.717 -0.138 1.393  0.05
H: -0.614 3.096 1.500  0.04
H: -2.245 3.492 1.112  0.10
H: -1.427 3.907 2.602  0.11
H: -1.822 -1.538 2.903  0.00
H: -1.877 -2.136 4.579  0.13
H: -0.412 -1.573 3.800  0.04
H: 0.281 1.966 3.607  0.17
C: -4.904 1.289 -2.809  -0.04
C: -4.001 1.613 -1.709  -0.47
C: -4.633 2.385 -0.581  -0.10
C: -5.562 1.512 0.362  -0.10
C: -4.810 0.164 0.731  -0.16
C: -4.101 -0.586 -0.358  -0.36
N: -3.314 0.398 -1.195  -0.08
O: -2.409 -0.237 -2.053  -0.06
C: -3.122 -1.573 0.531  -0.02
C: -5.080 -1.476 -1.122  0.00
C: -2.911 2.678 -2.242  0.00
H: -5.833 0.784 -2.544  0.08
H: -4.342 0.762 -3.580  0.10
H: -5.287 2.128 -3.390  0.10
H: -3.894 2.719 0.147  0.10
H: -5.303 3.202 -0.849  0.13
H: -6.545 1.283 -0.048  0.10
H: -5.776 2.104 1.252  0.10
H: -5.291 -0.559 1.390  0.13
H: -4.061 0.544 1.425  0.02
H: -2.711 -2.366 -0.094  0.10
H: -2.282 -1.077 1.017  0.04
H: -3.665 -2.161 1.271  0.13
H: -5.966 -0.887 -1.360  0.07
H: -4.714 -1.791 -2.099  0.09
H: -5.368 -2.372 -0.571  0.10
H: -3.355 3.651 -2.453  0.10
H: -2.257 2.286 -3.021  0.08
H: -2.180 2.923 -1.472  0.00
H: -3.118 -0.580 -2.602  0.12
C: 1.515 -2.027 1.246  0.00
C: 1.378 -0.557 1.744  -0.25
C: 1.188 -0.508 3.243  -0.16
C: 2.354 -0.846 4.082  -0.15
C: 3.620 0.008 3.800  -0.11
C: 3.940 0.113 2.269  -0.40
N: 2.675 0.231 1.524  -0.08
O: 2.993 0.243 0.160  -0.08
C: 4.668 1.499 2.031  -0.03
C: 4.858 -1.134 1.940  -0.02
C: 0.170 0.138 1.057  -0.14
H: 1.755 -2.052 0.183  0.03
H: 0.559 -2.486 1.496  0.01
H: 2.155 -2.631 1.889  0.10
H: 0.866 0.512 3.449  -0.13
H: 0.277 -1.094 3.370  0.05
H: 2.536 -1.918 4.157  0.10
H: 2.243 -0.628 5.144  0.10
H: 4.497 -0.452 4.257  0.10
H: 3.686 0.969 4.308  0.10
H: 4.169 2.240 2.657  0.08
H: 5.704 1.547 2.365  0.10
H: 4.650 1.907 1.020  0.04
H: 4.272 -2.049 2.031  0.06
H: 5.291 -1.178 0.940  0.07
H: 5.627 -1.305 2.692  0.07
H: 0.136 1.225 1.127  0.07
H: -0.753 -0.320 1.411  0.08
H: 0.274 -0.027 -0.016  0.07
H: 2.637 1.098 -0.096  0.01
C: 3.760 2.162 -1.431  -0.02
C: 2.929 3.168 -0.551  -0.41
C: 2.678 4.452 -1.383  -0.16
C: 1.759 4.301 -2.585  -0.19
C: 0.475 3.880 -1.978  -0.12
C: 0.424 2.546 -1.068  -0.21
N: 1.611 2.653 -0.110  -0.02
O: 1.662 1.563 0.745  -0.20
C: -0.823 2.740 -0.097  -0.13
C: 0.410 1.188 -1.919  -0.06
C: 3.689 3.748 0.657  -0.06
H: 4.543 2.721 -1.943  0.11
H: 3.032 1.635 -2.047  0.02
H: 4.326 1.438 -0.843  0.08
H: 2.367 5.264 -0.726  0.12
H: 3.588 4.861 -1.821  0.12
H: 2.095 3.552 -3.301  0.11
H: 1.790 5.213 -3.182  0.12
H: -0.236 3.594 -2.753  0.10
H: 0.044 4.775 -1.530  0.12
H: -0.943 1.940 0.633  0.03
H: -0.769 3.700 0.418  0.09
H: -1.808 2.772 -0.562  0.03
H: 1.187 1.024 -2.666  0.05
H: 0.424 0.315 -1.267  0.03
H: -0.528 1.138 -2.472  0.10
H: 3.792 2.911 1.347  -0.01
H: 3.164 4.447 1.309  0.10
H: 4.686 4.123 0.423  0.11
H: 1.092 1.838 1.467  0.11
C: 0.719 -1.371 -3.216  -0.01
C: 2.209 -1.372 -2.906  -0.34
C: 2.474 -2.419 -1.727  -0.09
C: 2.565 -3.937 -2.093  -0.16
C: 3.459 -4.115 -3.276  -0.14
C: 3.256 -3.211 -4.570  -0.41
N: 3.125 -1.730 -4.071  -0.09
O: 2.931 -0.819 -5.118  -0.03
C: 4.576 -3.267 -5.411  -0.05
C: 2.076 -3.749 -5.390  -0.05
C: 2.534 0.091 -2.406  -0.14
H: 0.579 -0.551 -3.920  0.10
H: 0.077 -1.218 -2.348  0.04
H: 0.410 -2.289 -3.716  0.09
H: 3.357 -2.108 -1.168  0.12
H: 1.767 -2.441 -0.898  0.04
H: 1.618 -4.441 -2.284  0.09
H: 2.853 -4.450 -1.175  0.12
H: 3.118 -5.083 -3.643  0.11
H: 4.517 -4.083 -3.012  0.12
H: 4.854 -4.246 -5.800  0.08
H: 4.468 -2.618 -6.281  0.07
H: 5.498 -2.921 -4.944  0.08
H: 1.723 -3.029 -6.128  0.08
H: 2.202 -4.583 -6.080  0.08
H: 1.158 -3.866 -4.814  0.06
H: 1.785 0.426 -1.688  0.03
H: 2.701 0.803 -3.214  0.11
H: 3.452 0.052 -1.820  0.08
H: 3.798 -0.427 -4.992  0.10
C: -0.711 -0.906 -0.743  -0.17
O: -1.611 -1.926 -1.317  -0.05
H: 0.325 -1.206 -0.903  0.11
H: -0.949 -0.013 -1.322  0.09
H: -0.935 -0.770 0.315  0.04
H: -2.462 -1.490 -1.394  0.04
C: -1.045 -2.642 1.805  -0.17
O: -1.825 -3.707 1.201  -0.12
H: -0.254 -3.055 2.432  0.13
H: -0.565 -1.984 1.080  0.06
H: -1.770 -2.166 2.465  0.00
H: -1.570 -3.764 0.277  -0.29
C: -1.245 -4.630 -1.127  0.01
O: -0.860 -3.440 -0.358  -0.08
H: -2.170 -4.437 -1.671  0.10
H: -0.542 -5.101 -1.814  0.08
H: -1.467 -5.367 -0.355  0.10
H: -1.025 -2.639 -0.860  -0.23


2.
Here is 4 unconnected molecules or ions with the total composition C48H108FP3 at a distorted geometry from the OMol25 dataset. Energies are from ωB97M-V/def2-TZVPD.

Charge: +2
Kohn-Sham gap, eV: 9.5
E_LUMO, eV: -3.895
ΔE to the lowest compared entry with this formula, charge and spin, eV: 6.3699

Last column: Löwdin charge in e.
CARTESIAN COORDINATES (ANGSTROEM)
F: 0.583 -0.601 -0.159  -0.62
C: -0.229 -1.675 8.218  -0.08
C: 0.246 -0.345 7.496  -0.20
C: -0.020 -0.199 5.926  -0.27
C: 1.182 -0.629 5.177  -0.29
P: 0.868 -0.568 3.365  1.06
C: 0.774 1.209 2.945  -0.27
C: 1.734 2.233 3.598  -0.19
C: 3.032 2.563 2.742  -0.22
C: 3.962 3.688 3.389  -0.07
C: 2.355 -1.257 2.623  -0.26
C: 3.581 -1.151 3.542  -0.26
C: 4.852 -1.604 2.826  -0.24
C: 5.154 -0.854 1.525  -0.09
C: -0.650 -1.530 2.872  -0.23
C: -0.490 -3.087 2.925  -0.23
C: -1.629 -3.833 2.279  -0.25
C: -1.350 -5.384 2.392  -0.10
H: 0.573 -2.410 8.288  0.06
H: -0.924 -2.215 7.575  0.06
H: -0.599 -1.602 9.241  0.07
H: 1.260 -0.021 7.733  0.10
H: -0.334 0.511 7.840  0.09
H: -0.473 0.770 5.721  0.10
H: -0.894 -0.813 5.710  0.09
H: 1.437 -1.670 5.379  0.11
H: 2.010 -0.022 5.544  0.10
H: -0.132 1.463 3.496  0.07
H: 0.556 1.403 1.895  0.07
H: 2.064 1.878 4.575  0.10
H: 1.096 3.107 3.723  0.10
H: 2.898 2.787 1.684  0.08
H: 3.695 1.699 2.702  0.06
H: 4.733 3.867 2.639  0.07
H: 4.454 3.366 4.307  0.07
H: 3.319 4.544 3.589  0.06
H: 2.474 -0.903 1.599  0.08
H: 2.174 -2.315 2.433  0.08
H: 3.498 -1.740 4.456  0.11
H: 3.790 -0.142 3.897  0.10
H: 4.596 -2.639 2.602  0.11
H: 5.719 -1.410 3.458  0.12
H: 6.244 -0.874 1.510  0.08
H: 4.824 0.171 1.698  0.05
H: 4.688 -1.144 0.584  0.06
H: -0.856 -1.199 1.855  0.06
H: -1.405 -1.045 3.490  0.08
H: -0.420 -3.312 3.989  0.11
H: 0.442 -3.476 2.516  0.10
H: -1.627 -3.728 1.194  0.10
H: -2.645 -3.857 2.672  0.11
H: -1.339 -5.683 3.440  0.08
H: -0.560 -5.819 1.779  0.06
H: -2.265 -5.759 1.932  0.07
C: 1.521 -4.179 -7.281  -0.11
C: 2.469 -2.999 -6.981  -0.21
C: 2.143 -2.200 -5.661  -0.21
C: 2.000 -3.043 -4.338  -0.26
P: 1.259 -2.208 -2.834  1.09
C: -0.321 -1.422 -3.393  -0.24
C: -1.224 -2.286 -4.345  -0.23
C: -2.261 -1.371 -5.011  -0.25
C: -1.683 -0.474 -6.133  -0.06
C: 2.625 -0.888 -2.475  -0.21
C: 2.368 0.504 -3.273  -0.24
C: 3.476 1.566 -3.199  -0.23
C: 4.095 1.735 -1.756  -0.09
C: 1.137 -3.595 -1.592  -0.24
C: 2.483 -4.337 -1.218  -0.23
C: 2.353 -5.726 -0.494  -0.24
C: 3.751 -6.348 -0.438  -0.11
H: 1.584 -4.471 -8.329  0.08
H: 0.458 -3.940 -7.236  0.06
H: 1.570 -5.012 -6.579  0.07
H: 2.182 -2.321 -7.785  0.10
H: 3.532 -3.240 -6.997  0.11
H: 1.160 -1.736 -5.739  0.06
H: 2.885 -1.417 -5.505  0.10
H: 2.969 -3.458 -4.062  0.09
H: 1.272 -3.846 -4.457  0.07
H: 0.002 -0.603 -4.036  0.07
H: -0.850 -1.052 -2.514  0.07
H: -1.581 -3.205 -3.881  0.11
H: -0.640 -2.647 -5.192  0.08
H: -2.773 -0.783 -4.249  0.08
H: -3.074 -1.951 -5.447  0.11
H: -1.970 0.522 -5.796  0.06
H: -1.962 -0.761 -7.147  0.08
H: -0.610 -0.667 -6.137  0.05
H: 3.662 -1.150 -2.684  0.09
H: 2.541 -0.804 -1.391  0.03
H: 1.466 0.991 -2.902  0.09
H: 2.143 0.328 -4.325  0.08
H: 2.919 2.443 -3.528  0.10
H: 4.236 1.469 -3.974  0.10
H: 4.834 0.957 -1.563  0.06
H: 3.339 1.753 -0.971  0.05
H: 4.682 2.653 -1.708  0.07
H: 0.500 -4.277 -2.156  0.08
H: 0.631 -3.227 -0.700  0.07
H: 3.023 -3.698 -0.520  0.10
H: 3.188 -4.386 -2.048  0.09
H: 1.726 -6.400 -1.077  0.11
H: 1.905 -5.483 0.469  0.09
H: 4.101 -6.499 -1.459  0.08
H: 3.660 -7.328 0.029  0.08
H: 4.508 -5.748 0.067  0.08
C: -4.139 -1.383 -1.590  -0.11
C: -4.331 -0.936 -0.154  -0.18
C: -4.236 0.642 -0.196  -0.24
C: -2.942 1.093 0.436  -0.26
P: -2.672 2.916 0.440  1.04
C: -3.957 3.705 1.641  -0.22
C: -5.401 3.781 1.158  -0.26
C: -6.440 3.946 2.314  -0.25
C: -6.218 5.179 3.208  -0.10
C: -0.999 3.463 0.844  -0.27
C: -0.672 4.941 0.782  -0.23
C: 0.778 5.300 0.913  -0.25
C: 1.644 4.888 -0.264  -0.08
C: -3.104 3.506 -1.185  -0.26
C: -2.230 2.698 -2.170  -0.24
C: -2.195 3.397 -3.532  -0.25
C: -3.491 3.321 -4.330  -0.08
H: -4.655 -2.317 -1.811  0.08
H: -3.143 -1.562 -1.993  0.05
H: -4.652 -0.770 -2.331  0.08
H: -3.832 -1.422 0.686  0.11
H: -5.405 -1.042 -0.005  0.11
H: -5.037 1.101 0.383  0.09
H: -4.419 1.144 -1.146  0.10
H: -2.122 0.706 -0.168  0.09
H: -2.901 0.793 1.483  0.10
H: -3.550 4.687 1.881  0.09
H: -3.783 3.173 2.576  0.09
H: -5.886 2.957 0.633  0.09
H: -5.564 4.653 0.524  0.11
H: -6.272 3.009 2.846  0.10
H: -7.437 3.990 1.877  0.11
H: -5.339 5.083 3.846  0.07
H: -6.974 5.179 3.994  0.08
H: -6.318 6.048 2.557  0.08
H: -0.354 2.862 0.203  0.09
H: -0.968 3.112 1.875  0.08
H: -1.092 5.457 1.646  0.12
H: -1.081 5.300 -0.162  0.11
H: 1.245 4.784 1.752  0.09
H: 0.949 6.299 1.317  0.12
H: 2.419 5.602 -0.541  0.09
H: 1.033 4.808 -1.164  0.07
H: 2.077 3.896 -0.131  0.05
H: -2.881 4.570 -1.113  0.10
H: -4.179 3.325 -1.155  0.08
H: -2.648 1.696 -2.260  0.10
H: -1.201 2.576 -1.833  0.10
H: -1.316 3.066 -4.085  0.10
H: -1.852 4.405 -3.297  0.11
H: -3.684 4.154 -5.006  0.08
H: -4.407 3.332 -3.740  0.07
H: -3.601 2.419 -4.931  0.06